Entry from the OMol25 dataset: a structure of composition C2H17NO5 at a distorted geometry (the ωB97M-V functional and the def2-TZVPD basis).

CARTESIAN COORDINATES (ANGSTROEM)
O (2.360020, -1.477539, 1.940082)
O (1.867464, 1.825764, -2.836403)
O (0.545360, 0.612145, 1.162875)
O (2.869929, 0.692306, -0.357727)
O (-0.710030, -2.322755, 1.516950)
N (-1.477696, -0.145270, -0.068761)
C (-1.146417, 0.248963, -1.471315)
C (-2.835510, 0.188387, 0.308473)
H (-1.060227, 1.339041, -1.509771)
H (2.661034, -1.639718, 1.038916)
H (-0.421775, 0.322056, 0.673432)
H (-1.272505, -1.142931, -0.041099)
H (-2.895678, 1.188994, 0.733246)
H (-3.567643, 0.166579, -0.502316)
H (1.320527, 1.072886, -3.079217)
H (3.216578, 1.376766, 0.230757)
H (-0.609500, -3.024389, 2.164377)
H (-3.141015, -0.518851, 1.074083)
H (0.393985, 1.460704, 1.595538)
H (1.845087, -0.657763, 1.826438)
H (-2.043502, 0.041865, -2.054094)
H (-0.294986, -1.500225, 1.801475)
H (-0.205191, -0.159830, -1.808602)
H (2.632853, 1.414813, -2.406922)
H (1.968837, 0.638002, 0.069583)

Atoms 1-6, force components in eV/Å:
O -0.19 0.23 -0.13
O 0.09 -0.13 -0.22
O -0.55 -0.03 0.03
O -0.83 0.26 0.87
O -0.64 -0.02 -0.59
N 0.87 -0.40 -1.78

Summary:
- Charge: 0
- Highest occupied orbital energy: -10.293 eV



Entry from the OMol25 dataset: a cluster of 9 separate species, C50H67Br2N12OP in total at a distorted geometry (the ωB97M-V functional and the def2-TZVPD basis).

CARTESIAN COORDINATES (ANGSTROEM)
Br (0.722560, 3.844760, -5.250330)
Br (3.614096, 4.700681, -1.814784)
P (-4.787683, 5.801652, 0.503468)
O (-2.346296, 1.179936, -2.416342)
N (-6.081396, 0.049359, -1.603351)
N (-5.144384, -3.181055, 5.853456)
N (-4.722847, -7.511842, 0.864992)
N (8.828695, 0.690155, 0.740833)
N (-2.697944, 4.406294, -0.317641)
N (-7.263821, -4.312490, 1.761091)
N (6.509172, 2.470878, -3.198765)
N (3.874389, -3.150175, 1.496731)
N (-4.742723, 6.185883, 2.023012)
N (4.774968, -0.509688, 3.467748)
N (1.043378, 6.099845, -2.911398)
N (-1.396446, 6.518855, -1.602721)
C (-7.374363, 0.397253, -1.886908)
C (-8.530657, -5.902371, 2.635424)
C (-4.914841, -3.802104, 4.657271)
C (-3.968836, -3.047844, 6.540672)
C (2.303215, 3.605253, -2.777000)
C (0.386058, 5.044066, -2.199799)
C (-0.904709, 2.914385, -0.887153)
C (3.085458, -2.539915, 0.563538)
C (-8.192298, -0.310239, -1.048350)
C (0.909019, 1.325112, -1.525475)
C (8.266859, 1.123519, -3.215275)
C (4.397372, 1.337093, 2.314731)
C (5.906285, -0.278284, 2.727624)
C (-3.573836, -4.072203, 4.578813)
C (-4.442362, -8.638798, 0.138639)
C (5.704318, 0.865247, 2.006773)
C (-4.870272, -7.836992, 2.186817)
C (0.292019, 2.706886, -1.521197)
C (3.425844, -4.681253, -0.033658)
C (4.088851, -4.453868, 1.142571)
C (-6.061533, -0.875259, -0.596528)
C (-1.645809, 1.841642, -0.135513)
C (-7.878133, -3.761576, 2.852381)
C (9.835795, 0.244773, 1.552660)
C (2.431489, 3.659935, -4.331336)
C (1.017702, 0.724626, -2.930891)
C (-2.536689, 6.705089, -0.995567)
C (3.431051, 0.601068, -1.311192)
C (2.787440, -3.464382, -0.401889)
C (6.876407, 2.332276, -4.508256)
C (2.242193, 1.314440, -0.686960)
C (-0.854142, 5.272251, -1.568765)
C (3.849127, 0.471034, 3.220616)
C (-4.683480, -9.187111, 2.305869)
C (9.644946, -1.094232, 1.761645)
C (7.967824, 1.504381, -4.552201)
C (0.944799, 3.805143, -2.161726)
C (-7.358206, -1.119197, -0.229286)
C (-4.412856, -9.696694, 1.005202)
C (-1.494146, 4.203696, -0.913832)
C (-2.590677, 0.993121, -1.022457)
C (7.346594, 1.736420, -2.408291)
C (-7.656197, -5.617057, 1.622717)
C (8.476007, -1.471821, 1.045272)
C (-2.972927, -3.592428, 5.775494)
C (-3.198643, 5.611544, -0.353577)
C (3.404381, 4.675035, -4.905640)
C (-3.119873, 8.087455, -0.995634)
C (7.995425, -0.349467, 0.425556)
C (-8.672114, -4.722696, 3.417497)
H (3.664628, 0.948072, -2.317448)
H (-7.281691, -6.228327, 0.820157)
H (-3.941378, -2.580911, 7.509950)
H (2.631030, 2.624016, -2.477171)
H (-7.679131, -1.796488, 0.544557)
H (-9.267259, -0.256326, -1.022965)
H (6.412642, 1.310417, 1.328526)
H (4.235790, -2.696215, 2.313279)
H (-3.790692, 6.267630, 2.359555)
H (1.587139, 1.314694, -3.643119)
H (2.181659, -3.290215, -1.275684)
H (-6.042046, -2.874922, 6.179277)
H (-4.288389, -8.590793, -0.925511)
H (3.400906, -5.613725, -0.571629)
H (-4.218035, -10.721858, 0.739153)
H (-9.012067, -6.851041, 2.800784)
H (-3.077033, -4.561809, 3.757515)
H (-2.482878, -0.066428, -0.798311)
H (-6.620019, -3.831237, 1.160176)
H (1.413156, -0.287767, -2.876747)
H (2.887133, 0.463511, 3.703588)
H (7.207205, 1.714092, -1.342697)
H (0.009737, 0.640401, -3.338945)
H (-9.281795, -4.598883, 4.296683)
H (3.394323, 4.578103, -5.989422)
H (10.599279, 0.914620, 1.908369)
H (3.314605, -0.480688, -1.327858)
H (3.917769, 2.214883, 1.913772)
H (2.809765, -1.504017, 0.668966)
H (-4.734425, -9.748991, 3.223061)
H (2.785478, 2.678849, -4.639141)
H (8.040193, -2.455258, 0.989030)
H (4.315969, 0.794711, -0.701965)
H (3.153250, 5.686859, -4.606281)
H (0.383521, 6.486105, -3.577228)
H (-3.595191, 8.329659, -0.046936)
H (-5.492210, 6.716833, -0.299137)
H (-5.094325, -7.084185, 2.923472)
H (-4.806816, -6.588213, 0.485625)
H (6.335014, 2.830296, -5.294499)
H (8.722118, 1.636278, 0.424638)
H (0.233489, 0.649111, -1.010569)
H (-0.940149, 1.195712, 0.383001)
H (2.504038, 2.357801, -0.503409)
H (4.416460, 4.425459, -4.586834)
H (-5.269987, 0.416102, -2.063897)
H (5.739828, 3.014135, -2.853493)
H (4.692096, -5.104530, 1.751775)
H (-5.433801, 4.577178, 0.259118)
H (-3.607665, 1.310550, -0.788991)
H (10.273488, -1.733426, 2.358356)
H (-3.860817, 8.178256, -1.790835)
H (-5.131467, -1.274910, -0.229014)
H (-7.695535, -2.737608, 3.132138)
H (6.751269, -0.943859, 2.774736)
H (7.138917, -0.208270, -0.210298)
H (-1.931068, -3.644169, 6.043136)
H (8.491843, 1.201566, -5.442823)
H (4.645004, -1.275871, 4.102450)
H (2.021663, 0.901261, 0.297276)
H (-5.723599, -3.995995, 3.972382)
H (-2.325478, 8.799957, -1.194690)
H (9.059855, 0.473332, -2.885343)
H (-3.066972, 1.683421, -2.798025)
H (1.250917, 6.848295, -2.258329)
H (-2.249491, 2.306343, 0.637485)
H (-7.600923, 1.115282, -2.655930)

Atoms 1-6, force components in eV/Å:
Br -0.14 -0.10 -0.05
Br 0.25 0.04 0.04
P 0.08 0.08 1.01
O -0.04 -0.36 -0.01
N -0.03 0.02 -0.04
N 0.02 0.02 0.00

Summary:
- Charge: 0
- Highest occupied orbital energy: -8.184 eV



no.,calculated total energy (eV)
1,-14077.293
2,-222236.569